Density functional theory data (wB97M-V/def2-TZVPD) for C25H54BBr3ClN3O11SSi2 as an isolated structure in a non-equilibrium geometry.

Last column: Löwdin charge in e.
CARTESIAN COORDINATES (ANGSTROEM)
C -1.39018 -0.51804 4.16266  -0.18
C -2.11823 0.25930 2.94432  -0.50
S -0.82007 1.11514 1.94733  0.79
C -0.82168 0.51859 0.19325  -0.53
Si 0.96293 0.21662 -0.48996  0.47
C 0.80705 0.36361 -2.38402  -0.15
B -0.55103 -0.21029 -3.03125  -0.57
O -1.49718 -1.09760 -2.43571  0.07
O -0.82405 0.18906 -4.40177  0.08
C 1.71882 -1.41513 0.14435  -0.19
C 0.73081 -2.63934 0.31499  -0.64
N 0.23217 -3.16641 -0.98742  0.11
N 1.58052 -3.75991 0.85541  0.03
N -0.35545 -2.44642 1.31135  0.09
O 1.89544 1.51233 0.19589  -0.36
Si 3.41554 1.80638 -0.48974  -0.24
Cl 3.40594 2.64312 -2.42733  0.30
Br 4.85872 0.06298 -0.52176  0.44
C 4.23778 3.13634 0.64147  -0.75
Br 4.97541 4.77711 -0.21976  0.61
C 4.32866 3.01208 2.02249  -0.73
C 3.76619 1.69067 2.71143  -0.12
Br 5.18386 4.46717 3.04743  0.63
H -0.30496 -0.63625 3.88756  0.04
H -1.84244 -1.55054 4.23667  0.07
H -1.51307 0.03527 5.14364  0.07
H -2.75755 -0.46263 2.36410  0.08
H -2.82611 0.99614 3.43435  0.05
H -1.24297 1.36172 -0.44223  0.05
H -1.48907 -0.37387 0.05300  0.02
H 0.81097 1.47793 -2.61924  0.07
H 1.69975 -0.14115 -2.86563  0.09
H -2.29217 -0.57633 -2.20082  0.10
H -1.57188 0.80767 -4.41870  0.09
H 2.29545 -1.27709 1.10302  0.09
H 2.48589 -1.74098 -0.63226  0.07
H -0.78313 -3.17006 -1.00995  0.03
H 0.63950 -2.64738 -1.76171  0.06
H 0.94363 -4.55824 0.96198  0.05
H 1.91415 -3.50586 1.79213  0.07
H -1.27979 -2.38222 0.88371  0.05
H -0.15517 -1.66515 1.93516  0.03
H 2.66283 1.56296 2.55112  0.07
H 4.00155 1.79958 3.81189  0.08
H 4.38423 0.84470 2.28189  0.06
O -5.11063 2.41252 3.03205  0.10
C -4.67505 3.51316 3.25896  -0.54
O -3.77134 4.06017 2.43075  0.00
C -3.33165 5.42223 2.49982  -0.23
C -2.20174 5.58036 3.49651  -0.06
C -5.05867 4.25049 4.51399  0.01
H -4.16864 6.09372 2.70339  0.11
H -2.96988 5.67524 1.50194  0.12
H -2.51830 5.32137 4.50825  0.07
H -1.83480 6.60849 3.50131  0.08
H -1.37568 4.91273 3.24208  0.08
H -4.43379 3.90369 5.33712  0.10
H -6.10268 4.02850 4.73658  0.09
H -4.98553 5.33279 4.42908  0.07
O 3.80809 10.18669 -2.39170  0.10
C 3.89020 9.21577 -3.09995  -0.53
O 4.39164 8.06967 -2.61145  0.00
C 4.35918 6.81598 -3.30674  -0.25
C 5.53762 6.68515 -4.24992  -0.06
C 3.52513 9.29212 -4.55839  0.01
H 3.40056 6.67205 -3.81008  0.12
H 4.42341 6.04204 -2.54053  0.03
H 5.51995 7.45266 -5.02563  0.07
H 5.53650 5.70572 -4.73209  0.08
H 6.47566 6.80776 -3.70422  0.09
H 4.37095 9.69183 -5.11779  0.10
H 2.67373 9.96496 -4.66396  0.09
H 3.21959 8.33960 -4.98663  0.07
O 1.99517 -6.26353 1.84196  0.09
C 2.08215 -7.38195 1.40530  -0.51
O 1.28480 -7.77036 0.39578  0.00
C 1.43317 -9.00370 -0.31736  -0.23
C 0.72659 -10.13701 0.39832  -0.07
C 3.00805 -8.38699 2.03627  0.01
H 2.48619 -9.22009 -0.50903  0.11
H 0.96910 -8.84763 -1.29253  0.12
H 1.15191 -10.31586 1.38709  0.07
H 0.79673 -11.05991 -0.18058  0.08
H -0.32764 -9.89352 0.54624  0.08
H 2.51590 -8.83224 2.90099  0.10
H 3.90809 -7.86582 2.36330  0.09
H 3.33633 -9.17128 1.35710  0.07
O -3.78894 -1.56130 -0.47377  0.09
C -4.21129 -2.42286 -1.21217  -0.52
O -5.25459 -2.17050 -2.01516  0.01
C -5.70459 -3.05398 -3.05146  -0.23
C -6.64934 -4.10320 -2.50220  -0.06
C -3.64073 -3.81411 -1.17478  0.03
H -4.85911 -3.48954 -3.58787  0.12
H -6.23693 -2.43041 -3.77135  0.12
H -6.15851 -4.74036 -1.76485  0.07
H -7.03059 -4.73510 -3.30640  0.08
H -7.49317 -3.62744 -1.99817  0.09
H -4.10790 -4.37012 -0.36168  0.11
H -2.57101 -3.74207 -0.99163  0.06
H -3.75532 -4.36208 -2.10742  0.08

Output
**Electronic energy**: -11161.39873 hartree
**Spin multiplicity**: 1
**Kohn-Sham gap**: 8.154 eV

---

Density functional theory data (wB97M-V/def2-TZVPD) for a 3-piece molecular cluster, C25H54BrClN2O2PS overall.

Last column: Löwdin spin population.
CARTESIAN COORDINATES (ANGSTROEM)
C 2.50565 -3.14705 -2.10095  0.00
C 3.32817 -2.04489 -1.43837  0.00
C 4.07084 -2.37494 -0.14835  0.00
Br 4.93107 -4.14290 -0.30760  0.00
P 5.38252 -0.94296 0.28918  0.00
C 6.71342 0.36721 0.65881  0.00
Cl 6.07021 -2.10570 2.20491  0.00
C 4.09999 -0.07971 1.44551  0.00
C 3.13633 0.89948 0.75909  0.00
C 1.69893 0.38189 0.71927  0.00
S 0.68101 1.05228 -0.63346  0.00
H 1.86142 -2.71203 -2.86987  0.00
H 3.14508 -3.88736 -2.57827  0.00
H 1.86443 -3.65706 -1.37966  0.00
H 2.64216 -1.22418 -1.19587  0.00
H 4.04152 -1.62856 -2.15803  0.00
H 3.37862 -2.50934 0.68207  0.00
H 6.33136 -1.72705 -0.45829  0.00
H 4.94230 -0.22213 -0.87725  0.00
H 6.49007 1.27174 0.08231  0.00
H 7.67440 -0.03025 0.32740  0.00
H 6.79006 0.61948 1.71515  0.00
H 4.68562 0.43812 2.20138  0.00
H 3.53582 -0.84043 1.98846  0.00
H 3.12566 1.85243 1.29662  0.00
H 3.47219 1.12058 -0.25981  0.00
H 1.19219 0.59229 1.66119  0.00
H 1.68424 -0.69948 0.57341  0.00
H 1.32094 2.22422 -0.72995  0.00
C -1.16146 7.63873 -0.14503  0.01
C -0.53535 6.25170 0.08133  0.02
C -1.43721 5.13591 -0.46904  0.02
C -2.67236 4.85365 0.38069  0.00
C -2.29125 4.60269 1.83621  0.02
C -1.48134 5.75458 2.44308  0.02
N -0.29837 5.98755 1.54378  0.39
O 0.71373 5.24376 1.79961  0.52
C -2.33836 7.00978 2.60211  0.00
C -0.95225 5.36855 3.81889  0.00
C 0.81875 6.21133 -0.61863  0.00
H -0.92786 8.31775 0.67367  0.00
H -0.75291 8.07000 -1.05877  0.00
H -2.24429 7.59836 -0.25980  0.00
H -0.84480 4.21914 -0.54328  0.00
H -1.72862 5.41461 -1.48595  0.00
H -3.39332 5.67355 0.30673  0.00
H -3.17414 3.96919 -0.01600  0.00
H -3.18216 4.44558 2.45104  0.00
H -1.68816 3.69218 1.89665  0.00
H -1.73074 7.84694 2.94876  0.00
H -3.09841 6.80589 3.35799  0.00
H -2.85196 7.30965 1.69408  0.00
H -0.38951 4.44085 3.78409  0.00
H -1.80123 5.24729 4.49482  0.00
H -0.29985 6.14846 4.21316  0.00
H 1.49849 6.94869 -0.19000  0.00
H 0.66382 6.44738 -1.67329  0.00
H 1.28448 5.23411 -0.53759  0.00
C -3.26632 -5.06878 0.89331  0.00
C -2.95593 -4.16251 -0.30956  0.02
C -4.10009 -4.17609 -1.33573  0.02
C -4.18298 -5.45945 -2.15926  0.00
C -2.84049 -5.79089 -2.80623  0.02
C -1.69793 -5.87955 -1.78795  0.02
N -1.70001 -4.58880 -1.01729  0.39
O -1.06393 -3.63559 -1.59114  0.52
C -1.86076 -7.09930 -0.88090  0.00
C -0.35185 -5.99915 -2.48979  0.00
C -2.73571 -2.74196 0.20160  0.00
H -2.36302 -5.54271 1.27319  0.00
H -3.68427 -4.46391 1.69771  0.00
H -3.99183 -5.84758 0.65953  0.00
H -3.96138 -3.32706 -2.01142  0.00
H -5.03639 -4.00719 -0.79531  0.00
H -4.52635 -6.29358 -1.54048  0.00
H -4.93694 -5.33018 -2.93882  0.00
H -2.89309 -6.73768 -3.35116  0.00
H -2.58749 -5.01173 -3.53139  0.00
H -1.09606 -7.10001 -0.10347  0.00
H -1.72284 -7.99290 -1.49151  0.00
H -2.83519 -7.17254 -0.40784  0.00
H -0.19060 -5.19244 -3.19878  0.00
H -0.31837 -6.95130 -3.02385  0.00
H 0.46436 -5.97598 -1.76731  0.00
H -1.87444 -2.70204 0.86907  0.00
H -3.62534 -2.43790 0.75730  0.00
H -2.56435 -2.04280 -0.61082  0.00

Output
**Expectation value of S²**: 2.008
**Total charge**: -1
**Electronic energy**: -5018.58732 hartree
**Spin multiplicity**: 3
**Kohn-Sham gap (spin up / spin down)**: 6.244 / 6.232 eV